Record 1
{
  "formula": "C4H2O2",
  "method": "ωB97M-V/def2-TZVPD",
  "species": ["O", "O", "C", "C", "C", "C", "H", "H"],
  "xyz": [[0.480589, -1.489325, 1.059042], [-0.366308, 0.523260, -2.321037], [-0.172712, -0.064322, -1.292970], [-0.205673, 0.555943, 0.090233], [0.341628, -0.300857, 1.202550], [-0.773674, 1.701564, 0.366709], [0.625606, 0.214639, 2.132813], [0.070544, -1.140902, -1.237339]],
  "forces_ev_per_angstrom": [[0.0, 0.6, 0.0], [0.1, -0.3, 0.5], [-0.1, 0.2, -0.6], [-0.3, 0.6, 0.1], [0.1, -0.4, 0.1], [0.3, -0.6, -0.1], [-0.1, -0.1, -0.1], [0.0, 0.1, 0.0]],
  "e_homo_ev": -10.704,
  "energy_ev": -8270.360,
  "de_lowest_kcal_mol": 50.0,
  "fmax_ha_per_bohr": 0.01319
}



Record 2
{
  "formula": "C4H2O2",
  "method": "ωB97M-V/def2-TZVPD",
  "species": ["O", "O", "C", "C", "C", "C", "H", "H"],
  "xyz": [[-1.005331, 1.859482, 0.966561], [-1.087410, -1.367060, 0.930840], [1.599926, -0.136432, -0.541262], [0.922596, 0.709792, 0.001914], [-0.448316, 0.921120, 0.471769], [-1.006728, -0.478282, 0.129441], [2.186600, -0.900612, -0.998281], [-1.161338, -0.608006, -0.960979]],
  "forces_ev_per_angstrom": [[0.4, -0.5, -0.3], [-0.2, 0.4, -0.2], [0.1, 0.5, 0.2], [0.3, -0.5, -0.3], [-0.2, 0.3, 0.3], [-0.3, -0.3, 0.3], [0.2, 0.2, 0.0], [-0.2, -0.1, 0.1]],
  "e_homo_ev": -9.987,
  "energy_ev": -8271.551,
  "de_lowest_kcal_mol": 22.5,
  "smiles": "C#CC(=O)C=O",
  "fmax_ha_per_bohr": 0.01358
}



Record 3
{
  "formula": "C4H2O2",
  "method": "ωB97M-V/def2-TZVPD",
  "species": ["O", "O", "C", "C", "C", "C", "H", "H"],
  "xyz": [[-2.063269, 1.456824, -0.942164], [-2.333194, -0.585707, -1.118045], [0.032778, 0.058448, -0.742813], [-0.590669, 0.002783, 0.417326], [-1.995232, 0.326418, -0.168170], [-1.318939, 0.265015, -1.600589], [-0.458274, -0.155885, 1.477867], [0.897393, 0.035152, -1.379116]],
  "forces_ev_per_angstrom": [[0.8, -0.8, 0.0], [-0.9, -1.6, -0.6], [-2.0, 0.1, -0.5], [0.3, 0.4, -0.1], [0.6, 0.5, -0.1], [0.0, 1.5, 0.6], [0.5, 0.0, -0.2], [0.6, -0.2, 0.9]],
  "e_homo_ev": [-9.670, -9.670],
  "energy_ev": -8268.224,
  "de_lowest_kcal_mol": 99.2,
  "smiles": "C1=C[C@]23O[C@]12O3",
  "fmax_ha_per_bohr": 0.03966
}